[1]
19
Properties=species:S:1:pos:R:3:forces:R:3:nbo_charge:R:1 method="wB97M-V/def2-TZVPD" spin_multiplicity=3 homo_ev="-7.82 / -8.48" e_tot_ev=-22975.780
I -3.022 0.537 1.332 0.3409 0.4487 0.7057 0.223
F -0.111 -1.895 3.909 -0.2802 -0.1018 -0.3024 -0.310
F -0.727 -2.655 1.975 -1.0102 -0.4315 -0.1228 -0.297
C -0.543 -0.350 -1.614 -0.0695 0.8385 -1.6165 -0.221
C 1.096 1.270 -1.090 0.7953 2.6145 -2.1932 -0.207
C 0.151 0.819 -2.019 -0.2785 -1.5011 0.3212 -0.224
C 0.404 -0.299 0.646 0.0866 -0.2646 -2.3178 -0.055
C -0.180 -1.658 2.601 2.2436 0.2812 0.5683 0.799
C 0.576 -0.723 2.016 -2.8204 -1.6430 -1.3920 -0.380
C -2.419 -0.163 3.182 -2.8429 -2.4144 -1.3051 -0.416
C 1.197 0.766 0.182 0.6581 0.7305 0.7888 -0.215
C -0.458 -0.903 -0.362 0.7882 -0.8280 1.4328 -0.211
H -1.115 -0.782 -2.460 -0.0146 -0.1660 1.1007 0.213
H -0.118 1.096 -3.073 1.0531 0.4506 1.2925 0.229
H 1.843 2.143 -1.308 -1.6953 -1.6431 0.0644 0.213
H 1.065 -0.067 2.607 1.5459 1.7877 2.0420 0.230
H -0.987 -1.875 -0.176 0.5269 1.2773 0.0039 0.231
H -3.133 -1.134 3.330 2.1220 2.1206 0.6880 0.178
H 1.968 1.393 0.731 -1.1490 -1.5558 0.2415 0.222

=====

[2]
23
Properties=species:S:1:pos:R:3:forces:R:3:nbo_charge:R:1 method="wB97M-V/def2-TZVPD" homo_ev=-9.51 e_above_lowest_ev=0.837 smiles="COc1nc(=O)n([C@H]2C=CC(=O)O2)cc1F" e_tot_ev=-23332.086
F -1.012 -1.014 -3.044 -0.2228 0.0291 0.8981 -0.305
O -3.219 -1.195 -1.119 3.4703 1.3667 -0.7886 -0.492
O 4.936 0.967 -0.396 -1.7353 -0.2758 -0.0082 -0.537
O -0.572 1.063 1.851 0.5340 -0.9575 -1.0814 -0.621
O 2.674 1.182 -0.547 -0.6297 0.5406 -0.0350 -0.502
N -1.870 -0.004 0.356 -0.4086 -0.8730 -0.1508 -0.524
N 0.413 0.502 -0.139 0.6639 0.1803 -0.7219 -0.434
C 1.610 1.174 0.417 0.7933 -0.2024 0.3002 0.227
C 3.829 0.779 0.078 3.2919 1.6893 -2.9935 0.733
C -4.257 -1.326 -0.177 -1.9427 -1.9944 -0.7401 -0.254
C -1.979 -0.553 -0.784 -1.5451 -1.4875 -1.5651 0.561
C -0.832 -0.544 -1.780 -1.3987 0.3166 -0.7132 0.255
C 2.301 0.353 1.548 -4.5446 0.5483 2.2111 -0.108
C -0.676 0.488 0.762 0.5747 2.2627 0.9651 0.745
C 3.568 0.220 1.326 0.3362 -1.6188 1.8260 -0.337
C 0.323 0.110 -1.509 -0.4739 -1.2211 2.4410 -0.011
H -3.989 -1.890 0.687 0.7214 -0.8353 0.4841 0.187
H 1.652 0.041 2.436 1.2443 0.4656 -1.3729 0.256
H -5.137 -1.942 -0.705 2.0723 1.6425 0.9519 0.202
H 1.233 0.080 -2.149 -0.9999 0.4105 0.6509 0.275
H -4.619 -0.438 0.270 -0.3733 1.4207 -0.2824 0.195
H 1.309 2.244 0.706 0.6195 -1.5884 -0.2346 0.232
H 4.314 -0.296 1.913 -0.0473 0.1812 -0.0407 0.255

=====

[3]
24
Properties=species:S:1:pos:R:3:forces:R:3:nbo_charge:R:1 method="wB97M-V/def2-TZVPD" spin_multiplicity=5 homo_ev="-12.20 / -13.93" e_above_lowest_ev=0.108 e_tot_ev=-57038.135 charge=+1
Fe 0.565 -0.087 -1.299 0.2864 -2.2384 -1.0387 0.469
O 1.830 -1.163 -3.955 -1.2320 0.7778 1.2838 -0.301
O -0.728 0.338 -4.372 -0.0758 -0.6850 2.8694 -0.354
O 2.915 -1.509 -0.238 -4.1882 0.2027 -2.1529 -0.397
O 3.181 1.090 -1.133 -4.1119 0.4629 0.4628 -0.407
O -1.318 -4.496 -1.507 -0.2412 2.0530 -0.6523 -0.463
N -0.397 0.066 0.203 -0.9774 0.6372 4.2580 -0.581
N -0.604 0.923 2.231 -0.0041 -0.5565 -0.4189 -0.298
C 2.020 0.954 -1.084 6.0288 1.5548 -1.1935 0.450
C -0.216 0.059 -3.312 0.3768 1.8993 -1.7457 0.330
C -1.429 -3.409 -1.832 0.2809 -1.9790 0.6704 0.475
C -1.707 -0.153 0.643 -0.0501 -0.1431 -0.9458 -0.060
C 1.889 -1.276 -0.751 5.6449 -2.3558 3.4086 0.510
C 0.253 0.666 1.234 -1.0731 0.2880 0.0184 0.242
C -1.838 0.366 1.887 -0.1734 0.4585 0.6396 -0.049
C -0.300 1.669 3.454 -0.5662 -0.1413 0.2787 -0.409
C 0.958 -0.866 -3.192 1.1093 -1.2562 -2.0193 0.279
H -0.510 0.543 -2.068 -2.2045 0.8630 -3.6793 0.110
H -0.538 1.045 4.320 0.2699 0.0539 -0.1257 0.236
H 1.312 0.953 1.245 -0.7540 -0.1405 0.1205 0.234
H -2.453 -0.645 -0.011 0.6966 0.4445 0.7185 0.254
H -2.701 0.416 2.572 0.7184 -0.0329 -0.6027 0.259
H 0.746 1.954 3.445 0.0568 -0.0365 0.0670 0.232
H -0.929 2.562 3.521 0.1829 -0.1305 -0.2209 0.236

=====

[4]
25
Properties=species:S:1:pos:R:3:forces:R:3:nbo_charge:R:1 method="wB97M-V/def2-TZVPD" homo_ev="-22.00 / -21.24" e_above_lowest_ev=0.000 e_tot_ev=-28813.728 charge=+3
Tl -1.932 0.993 0.877 0.1913 0.4242 -0.2103 1.022
O -0.884 3.921 3.134 -0.1054 -2.4701 -1.6626 -0.306
O -1.773 1.434 -3.369 -0.6131 0.0520 2.5983 -0.368
O -3.534 -2.490 2.062 1.5369 2.7918 -0.6600 -0.327
O -5.699 2.380 0.580 2.8005 -1.1516 -0.0757 -0.316
O 0.865 1.648 0.444 0.4242 -2.6944 -0.7300 -0.471
N 2.324 -0.007 -0.210 1.2418 -1.5476 -0.4959 -0.196
N -0.006 -0.383 -0.058 0.6521 0.2003 0.0829 -0.602
N -0.971 -2.309 -0.688 1.8479 0.4350 -0.0841 -0.639
C 2.537 -1.291 -0.594 0.8336 1.8497 0.4325 0.146
C 1.056 0.465 0.078 -2.1843 2.7778 0.8954 0.732
C -0.985 2.985 2.499 -0.1618 2.3207 1.5828 0.541
C 1.474 -2.136 -0.771 0.1951 -1.1122 -0.1042 -0.064
C 3.452 0.896 -0.062 0.6018 0.8009 0.1406 -0.457
C -2.010 1.433 -2.257 0.6056 -0.0623 -2.3207 0.490
C -3.004 -1.514 1.810 -1.5741 -2.6368 0.7219 0.497
C -4.646 1.952 0.571 -2.4852 1.0628 0.1470 0.530
C 0.184 -1.626 -0.502 -3.9204 0.3667 0.2185 0.439
H -0.992 -3.267 -1.011 -0.0980 -0.0959 -0.0736 0.461
H 3.089 1.870 0.246 0.0095 -0.0258 -0.0102 0.287
H 4.144 0.515 0.687 -0.0019 -0.1837 0.0937 0.286
H 3.985 0.991 -1.007 -0.0362 -0.1171 -0.1594 0.287
H 3.597 -1.518 -0.734 -0.3584 -0.3856 -0.1432 0.303
H -1.833 -1.771 -0.652 0.2284 -0.5284 -0.0764 0.423
H 1.563 -3.170 -1.074 0.3701 -0.0703 -0.1074 0.302

=====

[5]
19
Properties=species:S:1:pos:R:3:forces:R:3:nbo_charge:R:1 method="wB97M-V/def2-TZVPD" homo_ev=-8.31 e_above_lowest_ev=1.498 smiles="O=c1cc(O)c2ccccc2[nH]1" e_tot_ev=-15030.812
O -1.886 -2.282 2.352 0.9796 -0.3696 -1.0320 -0.617
O 2.003 -2.037 -0.393 3.0863 -0.5162 -0.2185 -0.716
N -1.460 -0.483 1.112 0.7436 -0.2890 -1.0126 -0.574
C 0.878 -1.490 0.076 -0.8113 -0.1266 2.4962 0.404
C 0.568 -0.092 -0.290 -3.3793 -1.3105 1.7499 -0.198
C 0.805 2.084 -1.383 -1.2627 -1.8798 0.7384 -0.247
C 0.115 -2.265 0.978 0.4790 1.9052 -1.2344 -0.381
C -1.287 1.644 -0.139 2.1784 -2.6168 1.2114 -0.258
C -1.125 -1.776 1.521 -0.8342 0.6177 1.1706 0.614
C 1.256 0.751 -1.163 0.9852 1.6701 -0.2005 -0.161
C -0.733 0.302 0.281 1.3384 3.1639 -2.7369 0.256
C -0.490 2.504 -0.859 0.9381 0.6300 -2.2504 -0.183
H -2.440 -0.340 1.103 -0.9286 0.4919 0.5804 0.414
H 0.394 -3.201 1.414 0.6019 -0.4929 -0.4321 0.243
H -0.839 3.513 -1.322 0.3254 -1.8307 1.4771 0.229
H 2.240 0.382 -1.586 -1.3930 0.5516 0.4076 0.230
H 1.320 2.744 -2.064 0.1624 -0.0174 0.1101 0.219
H -2.220 1.886 0.312 -0.6800 0.4570 -0.0747 0.215
H 2.901 -1.845 0.052 -2.5293 -0.0377 -0.7496 0.511

=====

[6]
21
Properties=species:S:1:pos:R:3:forces:R:3:nbo_charge:R:1 method="wB97M-V/def2-TZVPD" spin_multiplicity=3 homo_ev="-9.07 / -8.82" e_above_lowest_ev=0.000 e_tot_ev=-19119.713
O 2.290 3.327 1.239 0.7815 1.7097 -0.0773 -0.539
O -0.390 0.314 1.063 -0.1467 0.0713 0.1753 -0.438
O -2.794 -1.804 -0.406 -1.5069 -1.0263 0.1447 -0.281
O 1.682 1.456 2.321 -0.5547 -2.8172 3.2235 -0.336
N -1.983 -1.047 0.055 2.3050 1.8744 -0.0464 0.045
C -2.166 -0.681 2.378 0.9275 -4.0740 -0.7764 -0.658
C 0.419 0.447 -0.007 1.2356 0.9876 -1.6309 0.297
C -1.491 -0.456 1.066 -2.1847 -1.9538 0.1817 0.419
C 1.899 2.230 1.448 -0.3828 1.5686 -2.8001 0.768
C 0.248 -0.215 -1.259 -0.5614 0.2312 2.1890 -0.271
C 1.484 1.389 0.124 -0.5397 -1.7097 -0.3491 -0.056
C 2.420 1.434 -0.867 1.5092 -0.6227 -2.1183 -0.204
C 2.297 0.701 -2.073 0.4298 0.3200 -1.0136 -0.212
C 1.175 -0.090 -2.308 -0.6546 0.4598 2.4969 -0.186
H -3.182 -0.566 2.331 -2.7983 0.3456 -0.9243 0.232
H -0.649 -0.877 -1.177 1.3885 0.5642 -1.3353 0.246
H 3.390 1.945 -0.887 -0.7482 0.3554 0.9563 0.249
H -2.115 -1.787 2.786 0.6699 2.2091 -0.7046 0.233
H -1.921 0.035 3.034 1.6369 2.1919 2.8058 0.233
H 0.878 -0.697 -3.114 0.5906 -0.3436 -1.4619 0.231
H 3.135 0.838 -2.834 -1.3967 -0.3415 1.0650 0.228

=====

Copy entry 5 word for word.
19
Properties=species:S:1:pos:R:3:forces:R:3:nbo_charge:R:1 method="wB97M-V/def2-TZVPD" homo_ev=-8.31 e_above_lowest_ev=1.498 smiles="O=c1cc(O)c2ccccc2[nH]1" e_tot_ev=-15030.812
O -1.886 -2.282 2.352 0.9796 -0.3696 -1.0320 -0.617
O 2.003 -2.037 -0.393 3.0863 -0.5162 -0.2185 -0.716
N -1.460 -0.483 1.112 0.7436 -0.2890 -1.0126 -0.574
C 0.878 -1.490 0.076 -0.8113 -0.1266 2.4962 0.404
C 0.568 -0.092 -0.290 -3.3793 -1.3105 1.7499 -0.198
C 0.805 2.084 -1.383 -1.2627 -1.8798 0.7384 -0.247
C 0.115 -2.265 0.978 0.4790 1.9052 -1.2344 -0.381
C -1.287 1.644 -0.139 2.1784 -2.6168 1.2114 -0.258
C -1.125 -1.776 1.521 -0.8342 0.6177 1.1706 0.614
C 1.256 0.751 -1.163 0.9852 1.6701 -0.2005 -0.161
C -0.733 0.302 0.281 1.3384 3.1639 -2.7369 0.256
C -0.490 2.504 -0.859 0.9381 0.6300 -2.2504 -0.183
H -2.440 -0.340 1.103 -0.9286 0.4919 0.5804 0.414
H 0.394 -3.201 1.414 0.6019 -0.4929 -0.4321 0.243
H -0.839 3.513 -1.322 0.3254 -1.8307 1.4771 0.229
H 2.240 0.382 -1.586 -1.3930 0.5516 0.4076 0.230
H 1.320 2.744 -2.064 0.1624 -0.0174 0.1101 0.219
H -2.220 1.886 0.312 -0.6800 0.4570 -0.0747 0.215
H 2.901 -1.845 0.052 -2.5293 -0.0377 -0.7496 0.511

=====

Copy entry 1 word for word.
19
Properties=species:S:1:pos:R:3:forces:R:3:nbo_charge:R:1 method="wB97M-V/def2-TZVPD" spin_multiplicity=3 homo_ev="-7.82 / -8.48" e_tot_ev=-22975.780
I -3.022 0.537 1.332 0.3409 0.4487 0.7057 0.223
F -0.111 -1.895 3.909 -0.2802 -0.1018 -0.3024 -0.310
F -0.727 -2.655 1.975 -1.0102 -0.4315 -0.1228 -0.297
C -0.543 -0.350 -1.614 -0.0695 0.8385 -1.6165 -0.221
C 1.096 1.270 -1.090 0.7953 2.6145 -2.1932 -0.207
C 0.151 0.819 -2.019 -0.2785 -1.5011 0.3212 -0.224
C 0.404 -0.299 0.646 0.0866 -0.2646 -2.3178 -0.055
C -0.180 -1.658 2.601 2.2436 0.2812 0.5683 0.799
C 0.576 -0.723 2.016 -2.8204 -1.6430 -1.3920 -0.380
C -2.419 -0.163 3.182 -2.8429 -2.4144 -1.3051 -0.416
C 1.197 0.766 0.182 0.6581 0.7305 0.7888 -0.215
C -0.458 -0.903 -0.362 0.7882 -0.8280 1.4328 -0.211
H -1.115 -0.782 -2.460 -0.0146 -0.1660 1.1007 0.213
H -0.118 1.096 -3.073 1.0531 0.4506 1.2925 0.229
H 1.843 2.143 -1.308 -1.6953 -1.6431 0.0644 0.213
H 1.065 -0.067 2.607 1.5459 1.7877 2.0420 0.230
H -0.987 -1.875 -0.176 0.5269 1.2773 0.0039 0.231
H -3.133 -1.134 3.330 2.1220 2.1206 0.6880 0.178
H 1.968 1.393 0.731 -1.1490 -1.5558 0.2415 0.222